{
  "formula": "C31H34Cl2CrN4O16P3",
  "method": "the ωB97M-V functional and the def2-TZVPD basis",
  "multiplicity": 4,
  "s_squared": 3.78,
  "relative_energy_kcal_mol": 49.5,
  "homo_lumo_gap_ev": [8.6, 8.2],
  "total_charge": 0,
  "e_lumo_ev": [0.24, -0.12],
  "symbols": ["Cr", "O", "C", "O", "C", "C", "N", "N", "C", "C", "O", "O", "H", "H", "H", "C", "C", "O", "P", "O", "O", "O", "P", "O", "O", "O", "H", "H", "H", "H", "H", "H", "H", "C", "O", "P", "O", "C", "O", "C", "H", "H", "H", "H", "H", "H", "H", "H", "H", "N", "C", "C", "C", "C", "C", "C", "C", "H", "H", "H", "H", "H", "Cl", "C", "C", "C", "C", "C", "Cl", "C", "N", "C", "C", "C", "C", "C", "C", "C", "C", "O", "O", "H", "H", "H", "H", "H", "H", "H", "H", "H", "H"],
  "positions_angstrom": [[-0.43373, -0.21496, 1.22002], [-2.80284, 3.96648, -2.30683], [-1.89357, 4.71100, -1.69151], [-1.30034, 5.59458, -2.20357], [-1.58919, 4.41295, -0.25577], [-0.72850, 5.19756, 0.50698], [-0.46216, 4.63008, 1.66145], [-1.15757, 3.44829, 1.72557], [-1.71022, 3.26809, 0.57407], [-2.41825, 2.01100, 0.17201], [-3.39682, 2.11064, -0.53987], [-1.86505, 0.91266, 0.53675], [-3.20961, 3.27107, -1.76806], [-0.20043, 6.10219, 0.13170], [0.10460, 4.89758, 2.42292], [1.81954, 1.67101, 5.31463], [1.20692, 0.96809, 4.14899], [1.45360, -0.40901, 4.36544], [-0.62116, 1.02011, 4.15938], [-1.13791, 2.47899, 4.03753], [-1.14787, 0.68969, 5.59818], [-1.14679, 0.04545, 3.12751], [1.79773, 1.61290, 2.57067], [1.79963, 3.23075, 2.67124], [3.18786, 1.20288, 2.34812], [0.71087, 1.33084, 1.50528], [1.39976, 1.17515, 6.15189], [1.59259, 2.71768, 5.32757], [2.91411, 1.53761, 5.28939], [1.34862, -0.92069, 3.50972], [-1.27248, 2.94393, 3.09622], [-0.61344, 0.11636, 6.17060], [2.59733, 3.55085, 3.16556], [-4.26036, -1.23405, 0.24719], [-3.26367, -2.25007, 0.10988], [-1.83239, -2.28453, 0.84204], [-1.06843, -3.25366, -0.10897], [-1.08658, -3.05924, -1.49205], [-2.28091, -3.12118, 2.12464], [-1.47359, -2.96498, 3.37622], [-3.87003, -0.30944, -0.16994], [-4.51949, -1.15471, 1.29915], [-5.22827, -1.38560, -0.16188], [-0.93183, -2.05447, -1.80444], [-2.09844, -3.27971, -1.83297], [-0.30288, -3.76975, -1.91495], [-0.40953, -2.81627, 3.24842], [-1.64540, -3.78826, 4.08955], [-1.87398, -2.07463, 3.78549], [1.02247, -1.41819, 1.89236], [2.08268, -1.66583, 1.28907], [3.24591, -2.50018, 1.68704], [4.51662, -2.28389, 1.17358], [5.58370, -3.12918, 1.42948], [5.32976, -4.22693, 2.24969], [4.11534, -4.37397, 2.83183], [3.03192, -3.56444, 2.51877], [4.71278, -1.37113, 0.71598], [6.59268, -2.91208, 1.06270], [6.09126, -4.85890, 2.55830], [3.90764, -5.21166, 3.50889], [2.11707, -3.77950, 3.05790], [0.06214, -2.20930, -6.95201], [-1.33083, -1.73210, -5.99225], [-2.56138, -2.20540, -6.42952], [-3.71087, -1.98723, -5.67537], [-3.60714, -1.32343, -4.50985], [-2.37162, -0.91555, -4.01313], [-2.22283, 0.03790, -2.52809], [-1.19229, -1.04149, -4.79812], [0.13112, -0.70773, -4.25826], [0.38312, 0.58729, -3.80896], [-0.25895, 1.71105, -4.40465], [0.03593, 2.98823, -4.02586], [0.96962, 3.21586, -3.02618], [1.67041, 2.15921, -2.52129], [1.40144, 0.84775, -2.88836], [2.20809, -0.21663, -2.19028], [1.61960, -0.56363, -0.83106], [2.51376, -1.08475, -0.04351], [0.42433, -0.31811, -0.63158], [-2.70058, -2.77879, -7.32431], [-4.70577, -2.27247, -6.07578], [-4.39327, -1.18796, -3.77148], [0.93197, -0.99242, -4.83007], [-0.92427, 1.51502, -5.24980], [-0.43368, 3.81331, -4.44853], [1.13093, 4.17628, -2.63113], [2.47502, 2.38730, -1.63437], [3.24315, 0.12964, -2.18322], [2.18350, -1.21719, -2.67973]],
  "forces_ev_per_angstrom": [[0.2737, 0.3487, 0.5734], [0.3014, 0.8451, -1.0751], [-0.7943, -1.7043, 1.8490], [0.7523, 1.6282, -1.5465], [1.1583, -0.4451, 0.8908], [0.8370, 2.1063, -2.2419], [-2.2689, -1.5794, -0.7009], [1.5096, 0.5954, 1.4482], [-1.6046, 0.4064, -1.3058], [1.4141, -0.5450, 0.8243], [-0.9799, -0.2175, -0.4959], [-0.7586, 0.2098, -0.2784], [0.0095, -0.3287, 0.8372], [-0.6418, -0.7282, 0.6248], [0.6080, 0.2640, 0.6300], [0.9258, 0.1836, -0.4462], [-1.1991, -0.3710, 0.1374], [0.3122, -0.7123, -0.5122], [-0.2633, 1.0218, -0.9386], [-0.0765, -0.0441, 0.1209], [0.0940, -0.5806, 0.9857], [0.1948, 0.0603, -0.1749], [0.4733, 0.2459, -1.8158], [0.2248, 0.6871, 1.0730], [0.4733, -0.6615, -0.0871], [0.7958, 0.3105, 0.7915], [-0.0061, -0.1553, 1.2861], [-0.2565, 0.5943, 0.1500], [-0.4309, -0.0726, 0.0631], [0.0021, 0.2633, 0.6038], [0.4123, -0.9552, -0.0474], [-0.1293, 0.0248, -0.4671], [-0.8787, -0.6236, -0.7778], [0.9637, 1.0942, 1.3311], [-0.1252, -0.3385, -0.8033], [-1.6562, 1.2732, 0.6898], [0.7180, -0.9585, 0.9829], [0.2533, -1.7728, -1.6219], [1.6804, -0.4787, 0.9085], [-0.8965, -0.3831, -0.1631], [-0.1048, 0.1264, 0.2957], [0.3807, 0.4693, 0.3781], [-0.4262, -1.2787, -1.2455], [0.6963, 0.8638, 0.0264], [0.1596, -0.4540, -0.3490], [-1.1686, 1.0244, 0.3243], [0.1189, -0.1722, -0.6007], [-0.2083, 0.0416, -0.8675], [-0.1580, 0.7930, 0.7526], [0.8566, -0.3033, -1.3226], [0.0370, 0.6379, 0.5335], [-0.8286, 0.1470, -0.4377], [0.6906, -0.5137, 0.5612], [-0.3642, -0.0840, 0.2436], [0.2537, 1.3333, -0.4191], [-1.6703, -1.1872, 0.6005], [0.4369, -0.5849, 1.0704], [0.1701, 1.2945, -1.1470], [-0.5110, -0.0780, 0.0814], [1.4640, -1.1948, 0.2428], [0.3582, 0.3189, -0.2041], [-0.2800, 0.3142, -0.4727], [-0.1088, 0.3920, 0.3141], [-0.1798, -0.8761, -0.7127], [-0.5993, 0.1291, 0.3950], [-0.6409, -0.5002, -1.8998], [0.4765, 0.8506, 3.1721], [1.3123, 1.2146, -0.6805], [-0.7253, -0.8455, -0.6641], [1.4779, -0.1015, 1.4611], [-1.3970, -1.1918, -0.9744], [0.3842, 2.6148, -0.1464], [0.3241, -1.4789, -0.4335], [0.5400, -0.6135, 0.8833], [-0.1249, -0.6331, -0.2535], [1.9859, 0.4896, 2.7422], [-0.2371, -0.6018, -0.0666], [-0.5952, -0.7738, -0.4680], [0.5936, 1.2391, -0.8980], [-1.4782, -0.3267, 0.7746], [0.2487, -0.6320, 0.8301], [0.5046, -0.0554, -0.4296], [0.8834, -0.0110, 0.4096], [-0.4023, 0.0557, -0.5751], [-0.8653, -0.3993, -0.0150], [-0.0399, 0.1164, 0.3924], [-0.9498, 1.2204, -0.7947], [0.2033, 1.1853, 0.1875], [-1.9739, -0.7691, -2.3489], [-0.0310, -0.3862, 0.5945], [0.0903, 0.6679, -0.1419]]
}

=====

{
  "formula": "ClF3FeN2O6Pt",
  "method": "the ωB97M-V functional and the def2-TZVPD basis",
  "multiplicity": 8,
  "s_squared": 15.77,
  "homo_lumo_gap_ev": [5.2, 4.4],
  "total_charge": -1,
  "e_lumo_ev": [-1.09, -1.39],
  "symbols": ["Fe", "Pt", "N", "O", "O", "O", "N", "O", "O", "O", "F", "F", "F", "Cl"],
  "positions_angstrom": [[-0.31809, 0.92859, 0.14254], [1.07045, 3.39614, -0.83416], [1.46974, -1.38903, 1.69912], [1.67234, -2.56853, 1.89140], [1.88412, -0.58734, 2.49425], [0.68530, -0.92922, 0.86635], [-1.63944, -1.56551, -1.94812], [-2.55212, -1.72021, -2.63126], [-1.41288, -0.37811, -1.44017], [-0.70397, -2.35040, -2.01401], [-0.91232, 2.56737, -0.70942], [1.25626, 2.89758, 1.36055], [1.45751, 1.11911, -1.06641], [-1.95688, 0.57954, 2.18938]],
  "forces_ev_per_angstrom": [[-0.5600, -4.0663, 1.0457], [-0.0218, -2.6647, 2.3607], [0.3351, 0.0149, 3.7726], [-0.2334, -1.3860, -1.7321], [1.7557, 2.1417, 1.3945], [-2.6447, 0.8105, -4.1584], [6.0888, 0.8268, -0.2308], [-6.1328, -0.0847, -2.1115], [-0.0937, 1.5833, 1.8779], [0.9871, -0.6611, 1.7356], [0.7817, 0.4458, -0.0341], [-0.4726, 0.4539, -2.7082], [-1.2154, 2.0135, 0.6690], [1.4258, 0.5723, -1.8809]]
}

=====

The following max |F| values (in eV/Å) correspond, in order, to the records above: 3.421 6.487.